# 1
71
Properties=species:S:1:pos:R:3:forces:R:3:mulliken_charge:R:1 method="wB97M-V/def2-TZVPD" gap_ev="4.591 / 4.592" charge=+2 homo_ev="-12.8 / -12.8"
Os -0.720 -1.118 0.617 -2.2 1.3 -1.8 3.16
N -0.240 -1.757 2.582 0.4 -0.2 -0.3 -0.79
C -0.808 -3.090 2.962 0.0 0.0 0.0 -0.76
C -2.319 -3.030 2.980 0.1 0.0 -0.1 -0.45
C -2.964 -2.863 1.610 -0.3 -0.3 0.7 0.42
O -4.115 -3.101 1.415 0.1 0.2 -0.2 -0.53
O -2.130 -2.478 0.626 0.8 0.3 -0.3 -0.34
H 0.772 -1.780 2.721 0.0 0.0 0.1 0.26
H -0.599 -1.064 3.235 0.0 0.1 0.0 0.37
H -0.414 -3.360 3.942 0.0 0.0 0.0 0.50
H -0.448 -3.817 2.235 0.0 0.0 0.0 0.44
H -2.666 -2.209 3.617 0.0 0.0 0.0 0.18
H -2.732 -3.934 3.425 0.0 0.0 -0.1 0.46
Cl -0.179 -2.214 -1.546 0.1 -0.3 0.6 -0.14
C 1.458 -1.727 -1.972 0.2 0.1 0.1 1.14
C 1.974 -2.251 -3.139 0.0 0.0 0.0 -0.61
C 3.285 -1.939 -3.468 0.0 0.0 0.0 -0.71
C 4.051 -1.151 -2.620 0.0 0.0 0.0 -0.89
C 3.506 -0.654 -1.448 0.0 0.1 0.0 -0.71
C 2.175 -0.908 -1.115 -0.1 -0.1 -0.1 -0.20
P 1.488 -0.265 0.434 0.3 -0.1 0.0 0.65
C 1.625 1.526 0.507 0.0 0.0 0.0 0.71
C 1.066 2.153 1.623 0.0 0.0 0.0 -0.54
C 1.178 3.524 1.775 0.0 0.0 0.0 -0.82
C 1.839 4.274 0.810 0.0 0.0 0.0 -0.68
C 2.382 3.655 -0.305 0.0 0.0 0.0 -0.69
C 2.278 2.281 -0.462 0.0 0.0 0.0 -0.64
C 2.686 -0.921 1.626 -0.2 0.0 0.2 0.44
C 3.634 -0.102 2.232 -0.1 0.0 0.1 -0.53
C 4.594 -0.658 3.069 0.0 0.0 0.0 -0.72
C 4.613 -2.025 3.300 0.0 0.0 0.0 -0.66
C 3.672 -2.849 2.695 0.0 0.0 0.0 -0.94
C 2.712 -2.301 1.860 0.1 0.0 -0.1 -0.29
H 1.378 -2.898 -3.768 0.0 0.0 0.0 0.52
H 3.712 -2.334 -4.379 0.0 0.0 0.0 0.45
H 5.081 -0.934 -2.867 0.0 0.0 0.0 0.46
H 4.123 -0.071 -0.775 0.0 0.0 0.0 0.60
H 0.552 1.571 2.383 0.0 0.0 0.0 0.34
H 0.750 4.009 2.642 0.0 0.0 0.0 0.48
H 1.929 5.346 0.929 0.0 0.0 0.0 0.44
H 2.884 4.243 -1.062 0.0 0.0 0.0 0.45
H 2.676 1.812 -1.351 0.0 0.0 0.0 0.48
H 3.624 0.967 2.060 0.0 0.0 0.0 0.43
H 5.329 -0.018 3.539 0.0 0.0 0.0 0.47
H 5.367 -2.453 3.947 0.0 0.0 0.0 0.43
H 3.694 -3.918 2.864 0.0 0.0 0.0 0.47
H 1.999 -2.955 1.363 0.1 0.0 -0.1 0.53
N -5.848 1.299 -4.937 -0.3 0.0 -0.1 -0.44
C -4.710 1.351 -4.227 0.2 0.1 0.1 1.16
C -3.885 0.206 -4.118 -0.1 0.1 0.0 -0.87
C -2.723 0.265 -3.399 0.0 0.1 0.1 -0.58
C -2.356 1.463 -2.769 0.1 -0.1 0.3 -0.26
C -3.164 2.602 -2.858 0.1 -0.1 0.0 -0.33
C -4.326 2.550 -3.582 -0.1 -0.2 -0.1 -0.90
S -0.889 1.521 -1.860 -0.5 0.3 -1.3 1.45
O -0.697 2.862 -1.396 0.1 -0.1 0.4 -0.69
O 0.133 0.800 -2.550 0.3 -0.2 0.4 -0.70
N -1.258 0.566 -0.507 0.8 -0.8 1.2 -0.25
C -1.852 1.168 0.581 -0.4 0.3 -0.3 0.35
S -2.497 2.696 0.968 0.0 -0.2 -0.2 0.05
C -2.840 2.110 2.558 0.0 -0.1 0.0 -0.49
C -2.428 0.834 2.721 -0.2 0.1 0.2 -0.77
N -1.871 0.317 1.577 0.4 -0.3 0.7 -0.17
H -6.134 0.458 -5.407 0.0 0.0 0.0 0.20
H -6.441 2.105 -5.036 0.0 0.0 0.0 0.20
H -4.180 -0.708 -4.617 0.0 0.0 0.0 0.33
H -2.080 -0.602 -3.325 0.0 0.0 0.0 0.35
H -2.851 3.519 -2.377 0.0 0.0 0.0 0.56
H -4.953 3.427 -3.678 0.0 0.0 0.0 0.33
H -3.342 2.736 3.277 0.0 0.0 0.0 0.49
H -2.559 0.241 3.613 0.0 0.0 0.0 0.36


# 2
62
Properties=species:S:1:pos:R:3:forces:R:3:lowdin_spin:R:1 method="wB97M-V/def2-TZVPD" gap_ev="3.893 / 5.791" charge=+2 homo_ev="-10.4 / -14.2" spin_multiplicity=5 s_squared=6.060
C -0.446 0.793 2.483 0.9 -0.1 0.2 0.27
C -1.080 -0.450 2.763 0.2 -0.8 0.0 0.23
C -0.135 -1.491 2.629 -0.4 0.4 0.3 0.23
H -2.107 -0.580 3.095 0.2 0.0 -0.3 0.01
C 1.136 -0.913 2.307 0.0 1.4 0.5 0.20
C 0.953 0.539 2.277 0.0 -0.8 0.3 0.09
H 1.758 1.265 2.241 -0.4 -0.1 0.0 0.00
H -0.897 1.781 2.533 0.1 -0.3 -0.1 0.01
H -0.306 -2.550 2.825 0.0 0.4 -0.2 0.01
H 2.098 -1.411 2.269 -0.4 0.0 0.0 0.01
Pd 0.435 -0.217 0.328 0.3 0.4 0.5 0.79
C -2.986 -1.711 -2.661 -0.1 -0.1 -1.0 0.01
H -2.854 -2.728 -2.290 0.5 0.4 0.4 0.00
H -2.857 -1.774 -3.748 0.5 0.5 0.2 0.00
H -4.013 -1.378 -2.495 0.4 0.5 0.5 0.00
Si -1.902 -0.688 -0.897 0.7 1.0 4.8 0.03
C -2.692 0.977 -0.621 0.2 0.2 -1.0 0.01
C -3.172 1.386 0.630 -0.4 0.0 0.2 0.01
H -2.915 0.818 1.530 -0.3 0.2 -0.4 0.00
C -4.016 2.503 0.737 0.4 -0.3 0.0 0.00
H -4.408 2.782 1.716 0.1 0.0 -0.3 0.00
C -4.368 3.225 -0.402 0.2 -0.2 -0.2 0.00
H -5.060 4.065 -0.331 0.2 -0.3 0.0 0.00
C -3.813 2.881 -1.643 0.2 0.0 0.1 0.00
H -4.064 3.452 -2.533 0.1 0.0 0.2 0.00
C -2.943 1.795 -1.747 -0.5 -0.2 0.4 0.00
H -2.491 1.531 -2.707 -0.3 0.2 0.1 0.00
C -2.469 -1.997 0.251 -0.2 0.0 0.0 0.01
C -3.777 -1.935 0.759 -0.2 -0.5 -0.4 0.00
H -4.368 -1.024 0.632 0.1 -0.4 0.0 0.00
C -4.344 -3.075 1.337 -0.2 0.4 0.2 0.00
H -5.392 -3.038 1.663 0.6 -0.1 -0.1 0.00
C -3.590 -4.242 1.484 -0.2 0.0 0.1 0.00
H -4.045 -5.130 1.938 0.2 0.4 -0.2 0.00
C -2.260 -4.268 1.073 0.4 0.1 0.0 0.00
H -1.655 -5.171 1.199 -0.3 0.4 0.0 0.00
C -1.690 -3.137 0.482 -0.1 -0.4 -0.3 0.00
H -0.636 -3.142 0.182 -0.4 -0.2 0.0 0.00
H -0.359 -0.795 -1.124 -0.6 -0.3 -1.0 0.01
H -2.132 -0.877 -2.369 -1.4 -1.5 -3.0 0.00
C 1.683 1.992 -3.161 -1.3 -0.4 1.2 0.04
C 1.124 1.547 -1.955 -1.2 1.4 -3.5 0.28
N 1.842 0.958 -0.997 2.5 -1.4 2.6 0.30
C 3.202 0.989 -1.052 -1.3 0.2 -0.1 0.08
C 3.845 1.482 -2.236 1.8 -0.2 0.8 0.06
C 3.051 1.933 -3.309 0.3 0.2 -1.1 0.28
C 5.267 1.539 -2.295 -3.1 0.6 -2.1 0.29
C 6.050 1.243 -1.209 1.4 -1.1 3.5 0.33
C 5.471 0.816 0.015 0.0 0.3 -1.4 0.06
C 6.243 0.579 1.177 0.2 -0.1 0.5 0.08
C 5.629 0.187 2.349 0.2 0.0 0.1 0.00
C 4.235 0.002 2.335 0.4 0.1 -0.9 0.09
N 3.505 0.194 1.243 -0.3 0.1 -0.4 0.02
C 4.041 0.627 0.095 0.9 -0.1 0.6 0.14
H 1.030 2.356 -3.946 0.1 0.1 0.1 0.00
H 0.044 1.616 -1.785 0.4 0.1 -0.1 0.02
H 3.546 2.252 -4.222 -0.2 0.0 0.2 0.01
H 5.724 1.864 -3.230 -0.1 -0.1 0.2 0.01
H 7.135 1.335 -1.256 -0.2 0.0 -0.1 0.01
H 7.324 0.734 1.128 -0.4 -0.1 0.1 0.00
H 6.168 0.008 3.281 0.0 0.1 -0.4 0.00
H 3.703 -0.324 3.232 0.2 0.1 -0.2 0.00


# 3
62
Properties=species:S:1:pos:R:3:forces:R:3:lowdin_spin:R:1 method="wB97M-V/def2-TZVPD" gap_ev="3.822 / 5.913" charge=+2 homo_ev="-11.8 / -13.8" spin_multiplicity=4 s_squared=3.769
C 0.902 -1.607 -0.504 0.0 -0.7 -0.9 0.04
C 1.570 -0.649 -1.337 1.4 -0.3 -0.7 0.10
C 2.117 0.345 -0.471 2.4 -0.4 0.4 0.10
H 1.512 -0.544 -2.413 0.3 -0.4 0.0 0.02
C 1.811 0.024 0.877 2.4 -0.9 0.7 0.10
C 1.074 -1.187 0.869 1.1 -0.2 1.8 0.06
H 0.760 -1.666 1.799 0.0 0.2 -0.7 0.01
H 0.288 -2.422 -0.873 0.3 0.0 0.2 0.01
H 2.796 1.138 -0.742 -0.3 -0.4 0.2 0.01
H 2.187 0.561 1.746 -0.2 -0.1 -0.2 0.02
Re 0.047 0.254 -0.251 -7.9 0.9 0.4 2.05
C 0.077 3.191 0.438 -0.3 -1.6 0.2 0.09
H 1.019 2.846 0.934 -0.7 1.1 -0.2 0.00
H -0.744 3.005 1.155 0.4 -0.5 -0.1 0.01
H -0.078 2.416 -0.405 0.0 1.6 0.5 0.05
Si 1.921 3.522 -1.515 3.0 3.0 -2.8 0.03
C 1.915 4.400 -3.244 -1.4 -0.5 -0.4 0.00
C 2.751 3.705 -4.154 -0.2 0.0 0.1 0.00
H 3.258 2.795 -3.807 -0.1 0.3 -0.3 0.00
C 2.964 4.167 -5.464 0.0 0.3 0.5 0.00
H 3.679 3.629 -6.114 -0.6 0.5 0.4 0.00
C 2.283 5.323 -5.894 0.0 -0.1 0.5 0.00
H 2.465 5.692 -6.905 -0.2 -0.1 0.3 0.00
C 1.394 6.013 -5.037 0.3 -0.5 0.6 0.00
H 0.879 6.927 -5.395 0.3 -0.8 0.3 0.00
C 1.198 5.536 -3.714 0.3 0.0 -0.3 0.00
H 0.503 6.057 -3.038 0.4 -0.2 -0.4 0.00
C 3.191 4.606 -0.565 -1.1 -0.2 1.6 0.00
C 4.087 5.493 -1.214 0.1 -0.4 -0.4 0.00
H 3.911 5.785 -2.258 0.2 -0.2 0.5 0.00
C 5.252 5.932 -0.555 -0.6 -0.4 0.1 0.00
H 5.985 6.538 -1.101 -0.4 -0.2 0.3 0.00
C 5.479 5.559 0.780 -0.3 -0.1 -0.2 0.00
H 6.405 5.856 1.275 -0.3 -0.1 -0.1 0.00
C 4.504 4.836 1.488 -0.3 0.1 -0.2 0.00
H 4.665 4.579 2.542 -0.1 0.2 -0.5 0.00
C 3.330 4.427 0.836 0.9 -0.3 -0.3 0.00
H 2.539 3.909 1.388 0.6 0.2 0.0 0.00
H 2.408 2.164 -1.891 -0.7 0.6 0.3 0.01
H -0.193 4.227 0.215 1.0 0.1 -0.5 0.01
C -3.656 2.558 -1.287 0.3 0.0 -0.2 0.00
C -2.393 1.952 -1.256 -0.3 0.0 0.7 0.06
N -2.107 0.929 -0.426 0.3 0.0 -0.6 0.05
C -3.148 0.313 0.212 -0.7 -0.1 -0.2 0.03
C -4.480 0.818 0.128 0.9 -0.4 0.2 0.00
C -4.703 2.005 -0.576 0.2 0.2 -0.2 0.04
C -5.544 0.080 0.725 -0.3 -0.9 0.6 0.00
C -5.341 -1.156 1.281 -0.6 0.9 -0.2 -0.01
C -4.050 -1.740 1.320 1.3 0.5 -0.4 0.00
C -3.805 -3.053 1.769 0.5 0.0 0.0 0.00
C -2.517 -3.563 1.719 -0.3 0.5 -0.1 0.01
C -1.489 -2.736 1.239 -0.4 0.3 0.0 0.01
N -1.691 -1.487 0.822 0.3 0.0 -0.4 0.07
C -2.937 -0.976 0.837 -0.4 -0.6 0.1 0.01
H -3.780 3.459 -1.879 -0.1 -0.2 0.0 0.00
H -1.564 2.308 -1.879 -0.5 0.0 0.2 0.01
H -5.707 2.431 -0.596 0.3 0.0 0.0 0.00
H -6.542 0.513 0.703 0.2 -0.1 0.0 0.00
H -6.165 -1.729 1.695 0.0 0.2 -0.1 0.00
H -4.636 -3.643 2.137 0.1 0.0 0.0 0.00
H -2.267 -4.568 2.036 -0.2 0.1 0.0 0.00
H -0.477 -3.137 1.194 -0.3 0.1 0.0 0.00